This record from the OMol25 dataset describes a structure of composition C2H2O4S. The level of theory is ωB97M-V with the def2-TZVPD basis set.

```
9
C2H2O4S ωB97M-V with the def2-TZVPD basis set
C 1.09161 -0.54917 0.62975
O 2.83463 2.26826 -2.53428
C 1.04773 0.58376 0.04383
O 0.53749 2.82537 -3.07502
O 1.12061 0.51243 -2.74646
H 0.35502 -1.11485 1.05070
S 1.48518 1.86607 -2.69841
O 1.15779 1.64979 -0.43178
H 1.94741 -1.12836 0.83395
```

Summary:
Total energy (eV): -21128.84201

This record from the OMol25 dataset describes a cluster of 2 separate species, C5H14N2 in total. The level of theory is ωB97M-V with the def2-TZVPD basis set.

```
21
C5H14N2 ωB97M-V with the def2-TZVPD basis set
C 2.02803 -1.44207 0.72676
N 0.46068 2.02112 -0.89492
H -1.36189 -0.87983 -1.45547
C -2.36511 0.76750 -0.48185
H 0.73136 1.76830 0.05160
C 0.89502 -1.48025 1.71988
H -3.32622 0.27385 -0.45444
C -0.01788 0.85039 -1.60635
H -0.25322 2.74074 -0.85068
H -2.37340 1.84929 -0.41346
H 1.04058 -0.80671 2.55986
H -0.31679 1.15834 -2.61263
H 0.68262 -2.47756 2.09723
N -1.16012 -0.03890 0.50358
H 1.86570 -2.15617 -0.08220
H 2.97977 -1.69231 1.20293
H -0.17640 -0.94079 1.18346
H 2.13149 -0.45149 0.28874
C -1.18145 0.08077 -0.97569
H -1.10549 0.69866 1.20023
H 0.82270 0.15710 -1.70657
```

Summary:
Total energy (eV): -8388.78235

This record from the OMol25 dataset describes the ion C6H8N with charge +1. The level of theory is ωB97M-V with the def2-TZVPD basis set.

```
15
C6H8N ωB97M-V with the def2-TZVPD basis set
C -2.01955 0.88795 0.13699
C -0.33073 -1.21118 0.08757
N 0.93430 -0.64615 0.02397
H 1.63336 -1.33167 -0.20545
H 2.81015 0.18343 0.93097
C 1.44856 0.58562 -0.62951
H 0.67311 1.28773 -0.84248
C -2.84106 -0.16357 -0.03997
C -1.41183 -0.46709 0.17674
H -2.01128 2.00157 0.08673
H -3.68730 -0.58066 -0.45812
H 2.19422 0.36926 -1.36234
H -0.31420 -2.23617 -0.10370
C 1.74009 0.35622 0.74854
H 1.18217 0.96470 1.45004
```

Summary:
Net charge: +1
Total energy (eV): -7830.01666

This record from the OMol25 dataset describes a cluster of 10 separate species, C3H25N2O10S in total. The level of theory is ωB97M-V with the def2-TZVPD basis set.

```
41
C3H25N2O10S ωB97M-V with the def2-TZVPD basis set
H 1.25533 -2.83243 -1.12440
H 3.34967 1.45287 -1.73297
H -0.32599 1.09271 -3.02134
O 2.68764 1.68452 -1.12031
H -0.77581 -1.56133 -2.11036
O -0.96737 -3.74052 -0.09352
H -1.53048 -3.46082 -0.84446
H 2.75681 3.38999 0.04973
O 2.02464 3.74528 0.59808
O -0.08175 1.06154 -3.95157
N 0.45927 1.07409 2.07320
H -1.21522 4.02158 0.47091
H 2.30681 -2.09949 -0.40351
H 2.36479 1.00917 -0.65255
C 0.33604 0.04124 1.07457
H -0.27595 0.10400 -4.19108
H -3.22760 -1.33040 1.01738
H -0.17985 -3.42001 -0.11960
H 0.48673 -1.07875 -1.37999
H 1.07648 1.88915 1.75134
H -2.10900 0.08393 -1.03992
H -1.28399 -0.20077 3.11436
O 0.23831 -1.80453 -2.07206
H -1.46926 3.50433 -1.00709
H -1.55437 -1.89170 2.69666
O -1.13742 4.16367 -0.45632
N -0.50852 -0.98564 1.26534
C -1.62553 -0.94750 2.21271
O 1.33735 -0.06273 0.31606
H -2.58778 -0.12655 -2.68403
O 1.95357 -3.03905 -0.43414
H -0.37675 1.54003 2.30222
S -2.57927 1.15412 0.58624
H -0.52063 -1.82411 0.61701
C -2.89286 -0.41388 1.55014
H -3.72583 -0.12603 2.28875
O -1.87245 -0.16990 -1.96765
O 2.90022 -1.13236 2.52335
H 1.49854 3.47971 -0.18661
H 2.10344 -1.33246 2.09186
H 3.68803 -0.91097 1.99353
```

Summary:
Spin multiplicity: 2
Total energy (eV): -37804.26198

This record from the OMol25 dataset describes the molecule C3H5ClN2O2. The level of theory is ωB97M-V with the def2-TZVPD basis set.

```
13
C3H5ClN2O2 ωB97M-V with the def2-TZVPD basis set
H -2.32257 -0.39040 0.52525
H 0.55958 -0.10187 -1.56553
H -1.40517 -0.95142 -0.91602
C 0.77873 0.17291 -0.49288
N -0.41491 1.29632 1.47882
N 1.37032 -1.06463 0.00723
O 2.23625 -1.03310 0.84981
Cl 2.05591 1.36634 -0.57495
C -1.64923 -0.07338 -0.26477
H -2.03093 0.68790 -0.82357
C -0.47978 0.56624 0.45758
O 0.76777 -2.05726 -0.36594
H 0.53403 1.58235 1.68496
```

Summary:
Total energy (eV): -22785.77762

This record from the OMol25 dataset describes the molecule C4H5N3S. The level of theory is ωB97M-V with the def2-TZVPD basis set.

```
13
C4H5N3S ωB97M-V with the def2-TZVPD basis set
C -1.02852 0.09631 -0.04821
H -2.64840 -1.20790 -0.44396
H 1.50215 1.77332 0.04770
H -0.39685 -2.06239 -0.28310
H -0.78754 2.14298 0.16210
N -2.35337 -0.19310 0.02807
S 3.72002 0.12144 0.01056
C 1.20782 -0.41382 -0.14250
H -2.32611 -0.35824 1.13119
C 1.01511 0.90918 -0.26390
N 2.52432 -0.89655 0.03165
N -0.35791 1.16907 -0.08856
C -0.07072 -1.08029 -0.14103
```

Summary:
Total energy (eV): -19530.22952

This record from the OMol25 dataset describes the molecule C3H7N3O2. The level of theory is ωB97M-V with the def2-TZVPD basis set.

```
15
C3H7N3O2 ωB97M-V with the def2-TZVPD basis set
H -1.02339 2.23754 -1.07484
H -0.56939 -0.31362 1.70936
C -0.96291 1.28834 -0.40262
H -0.09272 -1.08930 -0.49698
H 0.72061 1.89885 0.47577
N 0.21253 0.14162 1.34337
H -2.43750 -1.48550 -0.62578
O 2.52628 0.61395 -0.34756
C 1.93763 -0.43170 -0.49325
H 0.78499 -1.81494 0.72397
N -0.16793 1.38794 0.72467
C 0.64873 -0.84116 0.26948
H 2.27192 -1.28540 -1.14262
N -1.83408 0.40970 -0.73694
O -2.01477 -0.71631 0.07396
```

Summary:
Total energy (eV): -11785.51824

This record from the OMol25 dataset describes a cluster of 2 separate species, H4N6 in total. The level of theory is ωB97M-V with the def2-TZVPD basis set.

```
10
H4N6 ωB97M-V with the def2-TZVPD basis set
N 0.62191 -1.60794 0.12761
N 2.15474 0.86817 -0.04080
N -1.75126 0.85537 -0.06660
H -1.65002 1.69241 -0.65571
H -0.25396 -0.22491 1.23670
H 0.57240 -2.02365 -0.84062
H -1.57287 0.99047 0.97811
N -0.78175 -0.00602 -0.60721
N -0.20093 -0.66395 0.29126
N 2.86174 0.12004 -0.42274
```

Summary:
Total energy (eV): -9002.57524

This record from the OMol25 dataset describes a structure of composition C35H41N3O3SSi2Tc. The level of theory is ωB97M-V with the def2-TZVPD basis set.

```
86
C35H41N3O3SSi2Tc ωB97M-V with the def2-TZVPD basis set
S -0.72483 2.93270 1.05538
H 1.20345 6.62178 -3.59305
O -1.68606 3.78768 0.47492
H 1.65347 0.40795 4.22134
H -0.69046 6.51447 7.28256
C 2.48576 -0.07336 1.97339
H -1.68457 3.70233 5.94606
C 1.78371 -2.46702 -1.71048
H -0.63751 4.68438 3.76320
C -3.45657 -0.05556 -0.81615
H 3.74304 -4.59687 -4.91836
C 0.97614 4.38564 -3.11556
H -0.87840 -3.27804 3.86684
C -1.25174 2.74623 2.70417
C 0.91177 5.73987 -3.77575
H 1.51926 1.57645 2.77024
C -1.09101 4.63389 -4.86352
O -1.90551 -0.52983 1.65873
C 2.62754 -0.58087 -2.49796
C -1.71208 0.75403 1.70435
O 0.71947 3.03638 1.01971
H 2.03960 -4.14677 -2.92608
C 3.56246 -1.34195 -3.39375
C 3.43474 -1.28296 2.33335
H 2.59434 -1.69802 3.15830
H -1.17781 0.00933 -3.64935
C -0.90433 3.61642 3.92936
Si -1.61549 -2.15454 2.10448
H -3.01872 0.87356 -0.72524
C 3.32771 0.94630 1.44264
H -2.16954 1.90269 6.34874
Tc 0.53474 -0.15130 -0.56730
H -0.08304 -4.52169 1.67152
H -1.64160 2.67839 -4.30428
H 2.04434 4.47398 -2.49899
C -0.58832 -5.32915 -0.34502
H -0.45244 6.69285 -5.13290
N -1.15885 1.37654 0.70969
H -0.13016 -6.18747 -0.31214
H 0.56986 -3.10741 3.00823
N 1.59711 -1.14272 -1.75311
C 2.45169 -3.23577 -2.70691
H -3.15353 -3.54093 2.53458
H 3.90467 -0.50421 -3.88951
H -2.89798 -0.59775 -3.78089
H -1.88889 4.65095 -5.82752
C -0.28541 -2.57017 3.18582
C -0.27782 5.72870 -4.77702
H 1.03377 -2.72348 -1.25701
H 3.34341 0.96141 0.20774
H 2.55435 0.55714 -3.01273
H 3.98472 -1.30758 3.38330
C -1.00018 -5.04200 -1.63115
C 0.11607 3.44558 -3.31001
C -1.62145 -2.69000 -0.65913
C -2.28059 1.17176 4.23974
C -1.95906 -0.64395 -3.21653
H -0.37945 -1.96262 3.98205
H -1.30349 -1.84415 -3.23761
N 1.36828 -0.41369 0.95334
C -1.97965 1.92920 5.38396
H -4.13586 -1.83093 2.10953
C 0.67021 1.40321 -1.82492
C 3.80589 -3.33801 -4.88744
C -1.53216 3.23890 5.08825
H -3.86094 -0.15009 -1.86085
Si -1.73208 -0.93739 -1.21062
H -4.44233 -0.60710 -0.18770
H -3.70492 -2.42624 3.77269
H -1.92496 0.19687 4.56406
C -1.88036 1.56758 2.92984
H 3.70620 -2.00390 1.52228
C 3.30263 -2.59159 -3.59638
H -0.08439 -4.80020 -2.34876
C -1.02784 3.50462 -4.23776
C -3.39564 -2.48169 2.74770
C 1.59171 0.64369 3.19997
H 2.60312 1.92474 1.51210
C 0.27585 2.27827 -2.45465
H 0.55461 -0.01858 3.30083
C -0.53485 -4.37772 0.60006
C -1.15936 -3.21852 0.72893
C -1.70922 -3.70238 -1.63372
H -1.66052 -3.29055 -2.53634
H 3.70662 -2.71721 -5.75743
H 4.16967 0.91739 1.64756
```

Summary:
Net charge: -2
Spin multiplicity: 4
Total energy (eV): -76330.90310

This record from the OMol25 dataset describes the molecule C4H10O2. The level of theory is ωB97M-V with the def2-TZVPD basis set.

```
16
C4H10O2 ωB97M-V with the def2-TZVPD basis set
H -2.12464 -0.70934 -1.14540
H 1.27126 1.60907 -0.19829
H -3.13717 -0.12663 0.19360
C -2.17552 -0.58426 -0.06073
H 0.51523 -1.22288 0.63407
H -1.05330 0.40915 1.50826
O 0.33655 -0.61064 -1.33497
C 1.48172 0.66352 0.32202
O 2.66215 0.05729 -0.19039
C -1.01405 0.28241 0.41796
H -2.14197 -1.58098 0.39398
H 1.26553 -0.78040 -1.55320
C 0.34031 -0.30505 0.04439
H 1.57546 0.86605 1.39926
H 3.29694 0.74928 -0.40441
H -1.09849 1.28342 -0.02615
```

Summary:
Total energy (eV): -8404.94233

This record from the OMol25 dataset describes the molecule C2H2O3. The level of theory is ωB97M-V with the def2-TZVPD basis set.

```
7
C2H2O3 ωB97M-V with the def2-TZVPD basis set
O -0.58030 1.28402 0.03333
C -0.59038 -0.08460 -0.01252
O -1.58306 -0.73466 -0.02533
C 0.84215 -0.67136 0.00630
O 1.82527 0.04380 -0.02908
H 0.36985 1.57865 -0.02790
H 0.82428 -1.78812 0.23377
```

Summary:
Total energy (eV): -8248.33910

This record from the OMol25 dataset describes a structure of composition C3H3Br3O2S. The level of theory is ωB97M-V with the def2-TZVPD basis set.

```
12
C3H3Br3O2S ωB97M-V with the def2-TZVPD basis set
C 1.15014 -0.17340 -1.62298
Br -0.14414 -1.51811 -1.74858
Br 2.77555 1.58097 -0.14662
O 0.24117 -1.61862 1.76839
H -2.34890 0.74607 1.28157
C -1.72956 0.07386 0.67381
O 0.41786 0.77592 2.19083
S 0.00307 -0.27075 1.30398
Br 1.74917 0.25253 -3.38141
H -2.11054 -0.86918 0.36866
H -1.37380 0.56176 -0.19623
C 1.36998 0.45896 -0.49142
```

Summary:
Total energy (eV): -228213.46103

Copy entry 4 word for word.
This record from the OMol25 dataset describes a cluster of 10 separate species, C3H25N2O10S in total. The level of theory is ωB97M-V with the def2-TZVPD basis set.

```
41
C3H25N2O10S ωB97M-V with the def2-TZVPD basis set
H 1.25533 -2.83243 -1.12440
H 3.34967 1.45287 -1.73297
H -0.32599 1.09271 -3.02134
O 2.68764 1.68452 -1.12031
H -0.77581 -1.56133 -2.11036
O -0.96737 -3.74052 -0.09352
H -1.53048 -3.46082 -0.84446
H 2.75681 3.38999 0.04973
O 2.02464 3.74528 0.59808
O -0.08175 1.06154 -3.95157
N 0.45927 1.07409 2.07320
H -1.21522 4.02158 0.47091
H 2.30681 -2.09949 -0.40351
H 2.36479 1.00917 -0.65255
C 0.33604 0.04124 1.07457
H -0.27595 0.10400 -4.19108
H -3.22760 -1.33040 1.01738
H -0.17985 -3.42001 -0.11960
H 0.48673 -1.07875 -1.37999
H 1.07648 1.88915 1.75134
H -2.10900 0.08393 -1.03992
H -1.28399 -0.20077 3.11436
O 0.23831 -1.80453 -2.07206
H -1.46926 3.50433 -1.00709
H -1.55437 -1.89170 2.69666
O -1.13742 4.16367 -0.45632
N -0.50852 -0.98564 1.26534
C -1.62553 -0.94750 2.21271
O 1.33735 -0.06273 0.31606
H -2.58778 -0.12655 -2.68403
O 1.95357 -3.03905 -0.43414
H -0.37675 1.54003 2.30222
S -2.57927 1.15412 0.58624
H -0.52063 -1.82411 0.61701
C -2.89286 -0.41388 1.55014
H -3.72583 -0.12603 2.28875
O -1.87245 -0.16990 -1.96765
O 2.90022 -1.13236 2.52335
H 1.49854 3.47971 -0.18661
H 2.10344 -1.33246 2.09186
H 3.68803 -0.91097 1.99353
```

Summary:
Spin multiplicity: 2
Total energy (eV): -37804.26198

> Which value of total energy does entry 6 give?

-19530.22952 eV

> Look up the total energy of the ninth one.

-76330.90310 eV

> The highest total energy belongs to which entry?

C6H8N